(1)
# C60H165N15O15

A cluster of 15 separate species, C60H165N15O15 in total in a non-equilibrium geometry (ωB97M-V with the def2-TZVPD basis set, the Open Molecules 2025 dataset).

The geometry in XYZ format:
```
255
C60H165N15O15 ωB97M-V with the def2-TZVPD basis set
O -0.077 -4.650 -4.626
O 1.230 0.169 0.726
O -3.054 6.128 -0.233
O 4.011 -2.518 -2.758
O 4.987 -1.885 5.704
O -5.261 -0.832 0.385
O 5.550 0.677 -0.993
O 0.005 -0.789 -5.165
O 0.978 5.821 2.473
O -9.072 1.669 -3.188
O 2.012 -5.800 2.851
O -5.306 -0.218 -7.354
O 6.684 -3.076 0.985
O -1.268 -1.764 3.869
O -1.898 4.010 4.668
N 0.178 -3.044 1.171
N -5.330 4.473 -2.701
N -5.818 0.125 -2.525
N 1.538 2.937 3.367
N -2.871 6.174 6.445
N 6.795 -3.325 -2.347
N -6.560 1.487 3.031
N 2.834 0.039 3.447
N -1.655 -2.598 -2.923
N 7.501 2.707 1.294
N -4.393 1.923 -4.422
N -3.642 -4.273 5.329
N 9.154 -3.263 3.609
N -1.178 1.266 1.078
N 1.770 2.215 -4.001
C 3.662 -0.174 4.633
C -7.715 1.600 -2.817
C 7.729 -5.041 2.769
C -2.602 -3.776 4.444
C -2.481 5.197 4.114
C 1.643 3.643 1.015
C -4.098 1.092 -5.561
C 1.035 7.031 1.711
C 4.546 1.014 -1.920
C -4.543 -2.078 0.391
C 2.257 3.782 2.391
C -3.892 6.382 -3.089
C 0.957 -5.017 2.314
C 4.143 -1.632 4.571
C 0.344 0.002 -0.352
C 6.826 1.452 0.993
C -0.839 6.707 5.259
C -1.053 -4.906 -3.591
C -4.132 -0.198 -8.137
C 1.343 -3.612 1.825
C -1.968 0.803 -1.138
C -0.523 1.964 -4.469
C -8.000 -0.828 -1.838
C -2.327 6.344 5.096
C 2.632 -2.766 -2.716
C -6.336 0.918 1.714
C -4.089 5.120 -2.304
C -2.197 2.855 3.891
C 2.898 0.088 5.901
C 5.721 1.704 -0.042
C 2.247 5.273 2.793
C -1.014 -3.867 -2.467
C 4.727 -3.333 -3.650
C 6.333 0.786 2.287
C 0.967 -5.618 -4.590
C -4.093 5.331 -0.759
C 1.958 -2.792 2.979
C -9.318 1.704 -4.565
C -3.607 -0.253 -4.976
C 5.465 -2.382 0.714
C -2.886 -4.212 3.031
C -1.766 5.552 -0.415
C -2.399 -2.256 4.551
C 3.130 -5.950 2.006
C 0.719 1.174 -4.070
C 6.954 -3.819 -4.713
C 6.228 -2.996 -3.679
C 8.414 -3.697 2.421
C -1.135 0.251 0.035
C 5.694 -3.099 5.558
C -0.864 -0.541 4.417
C 7.459 -2.575 2.063
C -5.377 0.820 -6.398
C -7.278 0.127 -2.809
C -1.742 -4.269 -1.199
C 2.493 -0.377 0.418
C -5.700 -0.475 1.679
C 1.040 0.182 -5.173
C 0.308 -1.861 -6.035
C -5.542 1.963 0.869
H 3.193 -0.056 1.190
H -3.584 7.224 -2.457
H -8.837 0.889 -5.114
H 1.222 -2.388 -5.738
H -5.660 0.263 -1.529
H 5.096 -2.957 -0.138
H 5.173 -3.947 5.103
H -1.108 -4.979 -0.663
H -7.665 -1.787 -2.233
H -0.633 7.654 5.763
H 3.041 5.806 2.263
H -2.765 -4.635 -1.285
H -7.452 2.134 -1.902
H 2.340 -3.575 -2.029
H 0.535 3.088 3.277
H 2.204 -1.886 -2.231
H 2.413 5.360 3.871
H -0.080 -0.053 3.832
H -3.179 -0.382 -7.635
H 1.811 2.550 -4.965
H -4.279 4.396 -0.209
H -2.147 5.458 3.108
H -0.453 -2.726 1.906
H 0.129 -5.139 3.015
H 0.702 0.619 -1.191
H 0.453 -1.644 -7.097
H 4.212 0.153 -2.496
H 2.102 -1.734 2.757
H -0.305 1.170 1.596
H -2.648 -0.617 -5.337
H -9.079 -0.678 -1.888
H 0.025 7.428 1.670
H -2.040 5.999 7.002
H 8.515 -2.998 4.350
H 1.163 -2.723 3.733
H -8.976 2.645 -5.015
H -4.424 -0.977 -4.923
H -6.250 0.529 -5.806
H -5.668 1.808 -6.794
H 7.267 -5.546 1.921
H 2.853 -6.398 1.043
H 4.589 0.411 4.620
H -1.579 5.126 -1.406
H 5.955 -0.206 2.052
H -7.291 2.174 2.891
H -2.373 -2.005 5.619
H 4.808 1.909 0.541
H -7.680 -0.666 -0.810
H -1.023 2.173 0.643
H 1.687 7.742 2.224
H -3.472 -0.178 -3.891
H -2.766 7.262 4.692
H 6.444 -2.643 -1.682
H -0.505 -2.557 -5.840
H 4.983 1.753 -2.605
H -4.584 -2.532 -0.592
H 1.192 0.702 -6.125
H 6.484 -3.772 -5.704
H 6.830 -2.342 2.929
H 2.928 -0.025 -0.524
H 6.292 -1.945 -3.967
H -5.363 -0.777 -2.640
H 5.518 1.417 2.652
H 0.635 -5.549 1.404
H -3.229 2.583 4.121
H -1.639 1.765 -1.530
H -1.502 -0.747 0.287
H -4.995 -2.632 1.217
H 3.721 1.521 -1.406
H 3.322 -2.343 4.425
H -4.884 2.646 1.409
H -3.317 4.375 -2.520
H -1.100 -2.345 -3.741
H -3.004 0.897 -0.804
H 7.969 2.628 2.187
H 1.654 -5.443 -5.418
H -4.904 -0.573 2.429
H -1.636 0.229 4.293
H 9.219 -3.909 1.714
H -3.361 5.295 6.595
H -3.768 -3.865 6.254
H -3.285 1.501 -6.163
H -2.062 -4.935 -4.005
H -4.859 2.817 -4.544
H -1.787 -3.403 -0.538
H -0.701 2.772 -3.757
H 1.833 2.635 0.636
H 3.413 0.009 2.615
H 8.543 -5.641 3.174
H -5.793 2.017 3.424
H -0.634 -0.620 5.483
H 2.414 0.967 3.504
H 1.638 -5.521 -3.727
H -5.033 5.814 -0.462
H -10.371 1.708 -4.842
H -7.267 -0.330 -3.800
H 7.588 0.786 0.565
H -6.443 -1.172 2.086
H -4.942 1.484 0.092
H 2.239 4.273 0.347
H 4.813 -1.866 3.731
H 4.659 -4.413 -3.449
H 2.518 -1.470 0.383
H -3.798 -3.725 2.679
H -1.440 2.121 4.145
H -4.001 0.743 -8.682
H -4.848 6.823 -3.398
H -3.118 -5.277 3.080
H -3.542 4.910 4.078
H -3.246 6.376 -3.963
H 8.200 2.869 0.581
H -5.406 3.614 -2.176
H -4.562 -3.979 4.991
H -2.008 3.048 2.832
H 2.008 -0.547 5.946
H -7.349 0.877 1.308
H -1.464 1.404 -4.378
H -1.439 -1.859 -2.262
H 7.097 -4.866 -4.452
H -6.129 5.071 -2.820
H 6.161 -3.389 6.494
H -3.539 -1.817 0.741
H -1.067 6.334 -0.138
H 3.267 3.365 2.429
H 0.048 -3.665 -2.289
H -3.343 -1.782 4.241
H 7.168 0.733 2.982
H 4.791 -2.355 1.570
H 0.521 -6.612 -4.557
H -6.239 2.639 0.362
H -2.013 0.059 -1.938
H -2.062 -4.019 2.347
H 2.792 -3.251 3.507
H 6.368 -4.214 -2.107
H 1.761 3.311 4.286
H -1.628 4.634 0.174
H -4.966 1.427 -3.732
H 3.728 -5.059 1.802
H 6.976 -4.878 3.543
H 7.896 -3.360 -5.022
H -0.361 6.875 4.289
H -4.253 -1.003 -8.863
H 0.614 0.635 -3.127
H 3.509 -0.121 6.778
H 2.080 -3.895 1.068
H 1.462 6.809 0.731
H -0.445 2.312 -5.499
H 4.286 -3.264 -4.655
H 5.692 -1.425 0.234
H 0.591 3.897 0.919
H 2.009 -0.284 -4.953
H 8.052 -1.726 1.712
H 2.471 1.087 6.014
H -1.664 -4.229 4.781
H 0.468 -1.009 -0.769
H 0.392 -2.223 0.621
H 3.763 -6.686 2.502
H 5.837 2.658 -0.571
H -7.092 2.114 -3.559
H 1.506 3.102 -3.589
H 9.768 -3.988 3.953
H -0.246 5.939 5.761
H 6.496 -2.921 4.826
H -0.835 -5.896 -3.183
H 2.174 -3.021 -3.675
```

Results
net charge	0

=====

(2)
# C4H10N2

A cluster of 2 separate species, C4H10N2 in total in a non-equilibrium geometry (ωB97M-V with the def2-TZVPD basis set, the Open Molecules 2025 dataset).

The geometry in XYZ format:
```
16
C4H10N2 ωB97M-V with the def2-TZVPD basis set
N -1.693 2.608 1.492
N -2.946 1.048 0.354
C 1.178 -0.233 -0.906
C 2.378 -2.460 -0.830
C 1.297 -1.710 -0.982
C -2.386 1.386 1.430
H 0.476 -2.089 -1.559
H -1.549 3.072 0.566
H 3.303 -2.108 -0.619
H 1.450 0.309 -0.006
H -2.164 0.823 2.374
H -0.833 2.643 2.095
H 2.182 -3.542 -1.111
H -2.868 -0.009 0.388
H 2.039 0.129 -1.555
H 0.135 0.133 -1.132
```

Results
net charge	0
SMILES string	[H]/N=C/N.C=CC

=====

(3)
# C3H6BBrO2

A structure of composition C3H6BBrO2 in a non-equilibrium geometry (ωB97M-V with the def2-TZVPD basis set, the Open Molecules 2025 dataset).

The geometry in XYZ format:
```
13
C3H6BBrO2 ωB97M-V with the def2-TZVPD basis set
Br 2.864 0.402 0.132
O -0.962 -1.392 0.865
O 0.611 -2.508 -0.545
C -1.066 1.813 -0.252
C 0.874 0.298 -0.444
C 0.072 1.301 0.204
B 0.095 -1.524 0.084
H 0.364 -3.344 -0.310
H 0.920 0.200 -1.491
H -1.764 2.134 0.464
H -1.336 1.527 -1.264
H -1.100 -0.562 1.378
H 0.429 1.654 1.180
```

Results
net charge	0

=====

Summary of highest occupied orbital energy in eV
-8.298; -9.173; -8.677
(order as listed above)
Summary of total energy in a.u.
-4334.51608; -267.83231; -2867.27536
(order as listed above)
Summary of lowest unoccupied orbital energy in eV
0.45; 0.82; 0.24
(order as listed above)